No. 1
# C28H31As2GaN6

A molecular structure, C28H31As2GaN6 (ωB97M-V with the def2-TZVPD basis set, the Open Molecules 2025 dataset).

Calculated values
Relative energy (zero: lowest compared OMol25 entry of this formula, charge and spin): 3.9 kJ/mol
Spin multiplicity: 1
Frontier orbital gap (spin up / spin down): 6.747 / 6.747 eV
Net charge: +2

Last column: Löwdin charge in e.
CARTESIAN COORDINATES (ANGSTROEM)
1 H -2.889 0.312 -4.024  0.18
2 C 1.797 -0.569 2.753  -0.41
3 H 0.096 -3.152 0.110  0.10
4 H 0.451 -4.981 -1.482  0.12
5 As 2.269 0.712 0.177  1.16
6 Ga -0.323 -0.182 -0.053  0.38
7 H 3.206 2.881 -0.646  0.02
8 H -4.780 -0.265 -2.076  0.18
9 H -0.688 -0.809 4.739  0.04
10 H -0.397 2.775 -0.084  0.06
11 C 0.521 -2.366 -3.625  -0.02
12 H -3.359 -0.941 1.803  0.10
13 N 1.131 2.067 -2.345  0.14
14 C 0.212 -2.918 -0.943  -0.10
15 C -4.563 -0.772 -0.023  -0.03
16 C 0.151 -1.586 -1.365  -0.20
17 C -0.861 0.336 -4.231  0.01
18 H 0.693 -4.483 -3.902  0.12
19 C 1.560 4.368 -2.357  -0.02
20 C 0.555 -3.680 -3.188  -0.04
21 H -5.568 -1.100 0.186  0.13
22 N -4.169 -0.339 -1.279  0.15
23 C 0.884 3.316 -1.735  -0.28
24 C 2.149 -1.269 3.902  -0.08
25 H 0.611 2.368 2.485  0.02
26 C 0.090 3.573 -0.614  -0.06
27 H 1.247 0.236 -3.960  0.16
28 H -0.675 5.073 0.707  0.11
29 C -3.464 -0.694 0.761  -0.07
30 H 1.402 -1.544 4.634  0.10
31 H -1.141 -2.056 3.550  0.05
32 H 4.359 -0.269 -0.854  0.04
33 N -2.408 -0.220 0.002  0.03
34 H -1.122 2.176 2.828  0.04
35 C 1.386 5.665 -1.914  -0.05
36 H 5.479 -1.539 3.363  0.12
37 C 4.444 -1.270 3.194  -0.04
38 C 4.090 -0.575 2.046  -0.08
39 H 3.744 -2.166 5.016  0.12
40 As -0.035 -0.068 2.443  1.15
41 C -0.058 4.877 -0.161  -0.06
42 H 0.434 6.941 -0.472  0.12
43 H 2.939 -1.266 -1.244  0.04
44 H 1.888 6.478 -2.422  0.12
45 H -2.113 -0.576 3.723  0.03
46 H 2.881 2.998 1.093  0.04
47 C -1.944 0.499 -2.204  -0.22
48 C 3.278 2.362 0.305  -0.23
49 H 0.082 1.813 4.085  0.05
50 N 0.244 1.176 -2.384  -0.14
51 C 3.473 -1.621 4.121  -0.04
52 H 0.652 -2.150 -4.682  0.13
53 H 4.315 2.113 0.517  0.04
54 N -2.001 0.353 -3.538  0.13
55 C 0.572 5.925 -0.817  -0.05
56 N -0.855 1.117 -1.619  0.06
57 C 0.413 -3.959 -1.836  -0.06
58 H 4.861 -0.308 1.334  0.10
59 C 0.330 0.075 -3.405  -0.17
60 C 3.312 -0.250 -1.144  -0.24
61 H 3.218 0.270 -2.095  0.03
62 H 2.200 4.149 -3.204  0.12
63 C -1.108 -0.989 3.753  -0.24
64 C -0.128 1.777 3.020  -0.23
65 H -0.856 0.599 -5.278  0.14
66 C 0.326 -1.314 -2.731  -0.19
67 C 2.766 -0.223 1.808  -0.40
68 C -2.869 -0.012 -1.223  -0.25

Cartesian forces, eV/Å:
0.0 0.0 0.0
-0.1 -0.1 0.0
0.0 0.0 0.0
0.0 0.0 0.0
0.1 -0.1 -0.1
-0.1 -0.1 0.1
0.0 0.0 0.0
0.0 0.0 0.0
0.0 0.0 0.1
-0.1 0.0 0.0
0.0 0.1 -0.1
0.0 0.0 -0.1
-0.1 0.2 -0.1
0.1 0.0 -0.1
0.0 0.0 -0.1
0.0 0.0 0.2
0.1 0.1 -0.1
0.0 0.0 0.0
0.1 0.1 -0.1
0.0 0.0 0.0
0.1 0.1 0.0
-0.2 0.0 0.0
-0.1 -0.1 0.0
0.0 0.0 0.0
0.0 0.0 0.0
0.0 0.1 0.0
0.1 0.0 -0.1
0.0 0.0 0.0
0.1 0.1 0.0
0.0 0.0 0.0
0.0 -0.1 0.0
0.0 0.0 0.0
0.1 0.0 0.1
-0.1 0.0 0.0
0.0 0.0 0.0
0.0 0.0 0.0
0.0 0.0 0.0
0.0 0.0 0.0
0.0 0.0 0.0
0.1 0.1 -0.1
0.0 0.0 0.0
0.0 0.0 0.0
0.0 -0.1 0.0
0.0 0.0 0.0
0.0 0.0 0.0
0.0 0.0 0.0
-0.1 0.1 0.0
-0.1 0.0 0.1
0.0 0.0 0.1
-0.1 -0.1 0.0
0.0 0.0 0.0
0.0 0.0 0.1
0.0 0.0 0.0
-0.1 -0.1 0.0
0.0 0.0 0.0
0.2 0.1 0.0
0.0 0.0 0.0
0.0 0.0 0.0
-0.2 -0.2 0.1
0.0 0.0 0.0
0.0 0.0 0.0
0.0 0.0 0.0
0.0 0.0 -0.1
-0.1 0.0 -0.1
0.0 0.0 0.1
0.0 0.0 0.0
0.0 0.0 0.0
-0.1 0.1 0.0

No. 2
# C51H44BrN3O3S3W

A molecular structure, C51H44BrN3O3S3W (ωB97M-V with the def2-TZVPD basis set, the Open Molecules 2025 dataset).

Calculated values
<S²>: 2.026
Spin multiplicity: 3
Frontier orbital gap (spin up / spin down): 7.386 / 7.454 eV
Net charge: +2

Last column: Mulliken spin population.
CARTESIAN COORDINATES (ANGSTROEM)
1 H 7.435 -3.041 -2.748  0.00
2 S -1.815 0.283 -0.250  -0.02
3 H 5.005 -2.060 -3.463  0.00
4 C 1.174 -3.191 1.475  0.00
5 C -0.707 -1.977 -4.154  0.00
6 C 4.305 -1.861 0.294  0.00
7 C -3.390 -1.666 0.896  0.00
8 O 1.945 -0.386 1.344  0.01
9 N 2.294 0.603 5.091  0.01
10 S 1.660 -1.010 -0.050  0.01
11 C 0.429 -3.857 -3.084  0.00
12 C -3.706 5.113 0.612  0.00
13 C -0.950 -4.111 -0.219  0.00
14 H -3.623 -6.117 -1.103  0.00
15 C 3.137 1.987 1.779  -0.07
16 C 3.263 -1.624 -0.604  0.02
17 H 7.951 -2.654 -1.142  0.00
18 H -1.953 -0.395 -4.979  0.00
19 H -7.473 -2.936 0.764  0.00
20 H -4.538 5.792 0.613  0.00
21 S -1.489 2.509 2.442  -0.05
22 C -2.251 3.555 1.387  0.01
23 H -5.188 4.458 2.720  0.00
24 C 1.473 4.512 0.199  -0.03
25 C -4.600 -2.254 1.239  0.00
26 C -2.154 -6.601 0.436  0.00
27 N -3.429 4.201 1.669  0.00
28 H 3.533 2.840 3.676  -0.01
29 C 3.387 1.847 3.266  0.00
30 C -2.709 -5.812 -0.592  0.00
31 H 3.193 0.544 5.557  0.00
32 C 0.844 -4.308 -4.311  0.00
33 H 0.750 -4.045 -6.463  0.00
34 C -0.487 -4.885 0.904  0.00
35 C -1.847 -0.279 -2.846  0.00
36 C -4.212 3.973 2.846  0.00
37 C 2.179 1.313 3.966  0.03
38 C -1.528 -0.830 -4.069  0.00
39 H 6.356 -2.255 0.652  0.00
40 H 2.699 -1.576 -2.628  0.00
41 H -6.985 -2.721 2.441  0.00
42 H 1.512 -5.179 -4.338  0.00
43 H -4.353 2.907 3.020  0.00
44 H -7.902 -1.430 1.597  0.00
45 C -0.321 -2.642 -2.944  0.00
46 H 3.631 1.216 1.143  -0.01
47 H -6.683 0.283 0.383  0.00
48 H 0.940 -5.015 2.549  0.00
49 C 2.080 5.851 -2.287  0.00
50 H -4.553 1.308 -0.315  0.00
51 C 1.099 4.746 2.558  0.08
52 H -2.505 -4.018 -1.756  0.00
53 H 1.847 3.903 -3.133  0.00
54 C -1.052 -6.149 1.108  0.00
55 H 7.774 -1.375 -2.354  0.00
56 N -1.856 3.970 0.134  -0.01
57 H -3.751 4.441 3.728  0.00
58 W 0.907 1.586 1.363  2.02
59 C 7.335 -2.301 -1.967  0.00
60 H 0.689 -4.415 -2.187  0.00
61 C -1.400 -0.849 -1.655  -0.01
62 H -2.537 5.446 -1.236  0.00
63 H 1.780 7.836 1.212  0.00
64 C -0.674 -2.059 -1.656  0.00
65 C 1.527 3.799 -1.047  -0.09
66 C 4.834 -1.965 -2.383  0.00
67 C 0.490 -3.640 -5.474  0.00
68 H 4.208 1.165 3.497  -0.01
69 C 2.058 6.547 -1.109  0.01
70 H -4.586 -3.278 1.620  0.00
71 H 1.453 0.321 5.624  0.00
72 H 2.285 7.612 -1.063  0.00
73 H 1.988 -2.799 2.086  0.00
74 H 4.120 -1.753 1.375  0.00
75 Br 1.160 1.955 -1.302  0.03
76 C -5.810 -1.577 1.098  0.00
77 C 1.740 5.921 0.122  0.00
78 H -2.452 -2.199 1.008  0.00
79 H -0.595 -6.776 1.904  0.00
80 C -0.304 -2.852 -0.479  0.00
81 H 2.297 6.326 -3.253  0.00
82 C 1.656 6.750 1.288  0.02
83 C -4.564 0.319 0.178  0.00
84 H -1.100 3.554 -0.400  -0.01
85 C 5.594 -2.103 -0.143  0.00
86 C -7.111 -2.204 1.487  0.00
87 H -0.522 -1.957 -6.307  0.00
88 H -2.633 -7.534 0.713  0.00
89 C 5.914 -2.133 -1.493  0.00
90 C 0.587 -4.406 1.705  0.00
91 C 1.816 4.464 -2.211  0.01
92 H -2.459 0.613 -2.809  0.00
93 C 3.536 -1.724 -1.955  0.00
94 C -3.385 -0.405 0.349  0.01
95 C 1.388 6.114 2.466  -0.01
96 C 1.185 3.934 1.446  -0.01
97 C 0.744 -2.465 0.351  -0.01
98 C -2.744 4.927 -0.300  0.00
99 H 0.778 4.368 3.531  0.00
100 C -0.258 -2.499 -5.401  0.00
101 C -5.756 -0.266 0.567  0.00
102 O 1.034 1.576 3.480  -0.01
103 H 1.338 6.722 3.392  0.00
104 C -2.097 -4.622 -0.948  0.00
105 H 3.437 2.977 1.395  0.01
106 O -0.780 0.058 0.865  0.08

Cartesian forces, eV/Å:
-0.2 -0.2 -0.3
-0.5 -0.8 0.0
0.0 0.2 0.5
-0.1 -0.6 -0.2
0.3 -0.3 0.3
-0.7 0.6 1.0
0.0 -0.5 0.0
-0.6 0.7 -0.5
-0.7 0.4 0.1
0.5 -0.8 -0.2
0.0 0.4 0.4
0.4 -1.0 0.7
-0.7 -0.4 0.6
0.3 0.0 0.1
-1.0 -0.1 -1.9
0.6 -0.1 0.8
0.1 0.1 0.1
0.3 -0.1 0.3
0.2 0.0 -0.1
-0.1 -0.1 0.1
1.1 -0.8 -0.1
-0.8 0.8 -1.1
0.2 -0.2 -0.1
0.3 0.3 -0.4
0.2 -0.4 0.3
-0.1 0.2 0.0
1.4 0.3 -1.7
0.3 0.1 0.4
-0.1 -0.7 -0.1
0.3 0.9 -0.3
-0.2 -0.1 -0.2
0.6 -0.7 1.2
0.1 0.3 0.6
0.4 0.7 -1.3
0.0 0.0 -1.1
-0.6 0.6 0.9
-0.4 -0.1 0.3
-0.4 0.3 0.2
-0.4 0.1 -0.8
0.3 0.0 -0.4
-0.2 0.0 0.0
-0.5 0.3 -0.1
0.1 0.0 0.0
0.5 -0.5 0.0
-0.3 0.3 -0.1
-0.1 0.5 0.8
0.2 -0.2 0.2
-0.3 0.2 -0.4
0.0 0.0 0.4
0.0 -0.6 0.4
0.1 -0.6 -0.2
0.1 -0.1 0.1
0.0 -0.1 -0.1
0.1 -1.2 1.4
-0.2 0.0 0.2
-0.8 -0.4 1.6
0.0 -0.3 -0.2
0.1 2.2 2.1
0.0 0.0 0.3
0.1 0.1 -0.2
0.7 -0.8 0.8
-0.4 -0.2 0.4
0.1 -0.6 0.0
-0.7 0.6 -1.4
0.5 2.2 -0.4
0.3 -0.4 -0.6
-0.3 0.3 -1.3
0.3 0.4 0.1
0.0 0.2 -0.3
-0.1 0.3 0.0
0.8 0.3 -0.7
-0.1 -0.2 -0.2
-0.3 -0.2 -0.1
0.1 -0.1 -0.6
-0.1 -0.2 1.0
0.4 0.9 -0.5
-0.1 0.6 -0.1
-0.2 0.0 0.1
-0.5 0.5 -0.6
0.7 -0.2 1.1
-0.1 -0.3 0.6
0.1 -1.1 -0.5
0.4 0.4 -0.4
-0.1 0.3 0.4
0.5 -0.2 1.0
-0.5 0.5 0.3
-0.1 -0.1 0.1
0.2 0.0 -0.1
-0.6 0.2 -0.5
0.2 0.0 0.7
0.0 -0.3 -0.6
0.0 0.1 0.0
-0.5 0.3 -0.1
0.7 0.6 -0.3
-0.3 1.5 1.2
-0.9 -2.4 0.1
-0.5 -0.3 -0.5
0.4 0.7 -1.4
0.2 -0.1 -0.3
-0.3 0.3 0.0
-0.5 -0.4 0.0
0.3 -1.0 -0.1
0.0 -0.5 -0.6
0.5 0.3 0.5
0.0 -0.6 0.3
0.6 0.1 -0.3

No. 3
# C4H12N2S2

2 unconnected molecules or ions with the total composition C4H12N2S2 (ωB97M-V with the def2-TZVPD basis set, the Open Molecules 2025 dataset).

Calculated values
Relative energy (zero: lowest compared OMol25 entry of this formula, charge and spin): 493.4 kJ/mol
Spin multiplicity: 1
Frontier orbital gap (spin up / spin down): 7.623 / 7.501 eV

Last column: Löwdin charge in e.
CARTESIAN COORDINATES (ANGSTROEM)
1 H -3.026 -1.144 0.175  0.11
2 N -2.088 1.522 -0.095  -0.14
3 H 1.448 0.304 -1.499  0.10
4 H 1.805 -1.984 0.453  0.05
5 C 1.287 -1.613 -0.381  -0.15
6 H -2.575 1.939 0.719  0.11
7 H 0.676 2.508 -0.814  -0.06
8 C 1.473 -0.133 -0.473  -0.62
9 H 0.470 0.111 1.356  0.05
10 C -2.111 -0.724 0.698  -0.14
11 H -1.999 1.947 -1.064  0.12
12 H -1.402 -1.435 0.886  0.01
13 H 0.246 -1.734 -0.174  0.04
14 H -2.215 -0.240 1.652  0.07
15 N -1.686 0.240 -0.308  -0.15
16 H 1.445 -2.180 -1.279  0.08
17 S 3.420 0.142 0.055  0.64
18 C 0.604 0.645 0.454  -0.63
19 H 3.888 -0.524 -0.895  -0.26
20 S 0.341 2.354 0.534  0.78

Cartesian forces, eV/Å:
0.6 0.0 1.6
-0.3 -1.0 -3.0
0.0 -0.5 0.7
0.9 -0.7 0.9
-1.5 0.5 -0.5
0.4 -0.7 -0.9
-0.3 0.2 1.2
1.8 2.0 -0.6
-0.3 -0.1 1.2
-2.3 2.2 -1.8
-0.8 0.2 2.5
1.8 -2.1 -0.1
-0.9 -0.4 0.1
-1.0 0.2 0.7
1.2 1.0 1.0
0.6 0.0 -0.4
-2.4 1.9 1.9
-0.3 -0.4 -0.8
1.1 -1.7 -2.3
1.7 -0.6 -1.3

no.,maximum force (hartree/bohr)
1,0.00584
2,0.06041
3,0.07127